1.
Formula: C44H46N4OPReS
Source: the OMol25 dataset
Level of theory: ωB97M-V/def2-TZVPD

```
98
Properties=species:S:1:pos:R:3:forces:R:3
Re -0.273540 -0.947264 0.691937 -0.45 -0.69 0.53
C -0.759516 4.457124 3.253841 0.01 -0.08 0.01
C -0.392123 3.318654 4.200595 -0.01 0.06 -0.21
N 0.459637 2.315863 3.565317 -0.02 0.14 0.12
C -0.006394 1.258027 2.903793 0.14 -0.14 -0.11
S 1.190938 0.167898 2.204714 0.05 0.28 -0.22
N -1.300300 1.066366 2.822648 -0.16 0.34 0.02
N -1.559645 -0.104945 2.205409 0.13 -0.31 -0.24
C -2.642814 -0.731298 2.535028 -0.07 0.08 0.08
C -3.681426 -0.113177 3.406833 -0.01 -0.08 0.03
C -2.617712 -2.140730 2.168591 -0.03 -0.16 0.03
C -3.616912 -3.048707 2.479452 -0.14 -0.03 0.04
C -3.393324 -4.402226 2.286069 -0.02 -0.03 0.01
C -2.170974 -4.819362 1.785640 -0.08 -0.04 0.03
C -1.236160 -3.860650 1.447789 0.10 -0.01 0.01
N -1.448074 -2.554527 1.619017 0.30 0.29 -0.31
H -1.418172 5.168894 3.757160 0.06 -0.05 -0.04
H 0.133836 4.990391 2.921604 -0.06 -0.02 0.00
H -1.277831 4.061559 2.377187 0.02 0.04 0.04
H 0.140038 3.697598 5.071118 0.02 -0.01 0.04
H -1.290925 2.811220 4.542422 0.01 -0.03 0.06
H 1.449872 2.478396 3.508614 0.09 0.01 0.05
H -3.405127 -0.208934 4.461224 -0.01 0.00 -0.04
H -3.748320 0.948231 3.179302 -0.01 0.00 0.02
H -4.655131 -0.580130 3.259472 0.04 0.01 0.02
H -4.556001 -2.699793 2.888017 0.07 -0.02 0.01
H -4.157492 -5.124639 2.543391 0.01 0.04 -0.03
H -1.945359 -5.868216 1.650456 0.02 0.05 -0.01
H -0.276469 -4.137469 1.032205 0.03 0.03 -0.03
C -4.763705 -4.543738 -2.055156 -0.04 0.00 0.00
C -5.326130 -3.277323 -1.981882 0.00 0.05 0.01
C -4.549535 -2.186365 -1.610291 0.01 -0.09 0.05
C -3.204397 -2.365862 -1.290602 -0.09 0.03 0.17
C -2.639123 -3.637058 -1.398485 -0.05 0.06 0.00
C -3.414036 -4.720354 -1.780255 0.04 -0.02 -0.01
P -2.070142 -0.989515 -0.927757 0.04 0.34 -0.38
C -3.058147 0.517113 -0.711274 0.03 0.01 0.01
C -4.214734 0.535271 0.067157 0.03 0.08 0.03
C -4.871142 1.734126 0.308104 -0.01 -0.05 0.01
C -4.367528 2.920397 -0.208411 -0.02 0.03 -0.01
C -3.204389 2.910430 -0.965775 0.01 -0.02 0.00
C -2.549913 1.713427 -1.217550 0.00 -0.04 0.00
C -1.206054 -0.835100 -2.494720 0.07 -0.04 0.07
C -1.857423 -0.940308 -3.705647 -0.02 0.01 -0.08
C -1.125724 -0.928146 -4.889364 -0.12 -0.04 0.00
C 0.246449 -0.789882 -4.831910 0.03 0.03 -0.04
C 0.916018 -0.654554 -3.617648 -0.04 0.02 0.11
C 2.336565 -0.389638 -3.616831 0.00 0.01 -0.23
C 2.987301 -0.210259 -2.478263 0.06 -0.04 0.11
C 2.358582 -0.477580 -1.149047 -0.03 -0.03 -0.10
C 0.830518 -0.611995 -1.073685 0.31 0.21 -0.04
C 0.198955 -0.708030 -2.385418 -0.01 -0.06 -0.11
H -5.374571 -5.391580 -2.341386 0.04 0.04 -0.01
H -6.371162 -3.131144 -2.227067 0.04 -0.01 0.01
H -4.990860 -1.198879 -1.589071 -0.01 -0.04 0.00
H -1.578916 -3.763931 -1.215100 0.02 -0.05 -0.01
H -2.964404 -5.701428 -1.877654 -0.01 0.04 0.03
H -4.607273 -0.385173 0.485092 -0.01 0.03 -0.01
H -5.779683 1.741406 0.898398 0.03 0.00 -0.02
H -4.886744 3.853290 -0.023530 0.04 -0.05 0.00
H -2.806311 3.836358 -1.361881 -0.01 -0.04 0.00
H -1.637880 1.701785 -1.805259 -0.04 0.05 0.01
H -2.936120 -1.045177 -3.736785 0.03 -0.03 0.01
H -1.629227 -1.030898 -5.842496 0.03 0.03 0.03
H 0.824104 -0.773635 -5.749746 0.00 0.03 0.06
H 2.837947 -0.272057 -4.572168 -0.03 -0.02 0.06
H 4.035478 0.059864 -2.471589 -0.01 -0.10 -0.06
H 2.672654 -1.513606 -0.955841 0.11 -0.23 0.17
C 1.579543 2.570337 -1.772963 0.07 0.10 0.01
C 2.720690 3.149219 -0.932816 -0.12 -0.19 0.14
C 2.206323 3.482599 0.472139 0.01 0.02 0.00
C 4.007848 2.333688 -0.830330 0.00 0.14 -0.09
C 5.190634 3.007268 -1.126898 0.02 0.00 -0.03
C 6.427253 2.415855 -0.944432 0.00 0.01 0.02
C 6.489151 1.148640 -0.395326 0.00 0.07 -0.05
C 5.340117 0.426001 -0.071548 0.01 -0.12 0.03
C 5.582413 -0.879462 0.684612 -0.24 0.05 0.10
C 4.896439 -2.151118 0.179808 -0.01 0.11 -0.04
C 5.279111 -0.678891 2.175443 0.10 0.02 -0.05
C 4.096462 1.016222 -0.354756 0.10 0.19 0.07
O 2.905962 0.341807 -0.112208 -0.13 -0.19 0.25
H 0.820616 3.343954 -1.926026 0.03 -0.03 0.02
H 1.098813 1.735507 -1.259788 0.01 0.06 -0.04
H 1.926563 2.241427 -2.752348 -0.05 0.01 0.02
H 3.009826 4.088243 -1.406065 0.07 0.04 -0.04
H 1.883192 2.563347 0.964658 0.02 0.03 0.02
H 1.352337 4.164712 0.411987 0.04 -0.04 0.02
H 2.987347 3.954439 1.075364 -0.07 -0.03 -0.03
H 5.133404 4.023260 -1.501631 -0.01 -0.03 0.00
H 7.335363 2.950847 -1.196492 -0.05 -0.03 0.02
H 7.457905 0.704677 -0.194332 -0.05 -0.01 -0.01
H 6.654578 -1.056791 0.601531 0.07 0.02 -0.05
H 3.891395 -2.238905 0.595704 -0.09 0.01 -0.08
H 5.460132 -3.023041 0.516008 -0.03 0.01 0.01
H 4.849439 -2.191372 -0.910278 -0.01 -0.02 0.01
H 4.219715 -0.467449 2.325140 -0.05 0.01 0.00
H 5.856674 0.156203 2.578314 -0.05 -0.05 0.00
H 5.536879 -1.579628 2.739474 -0.03 0.05 -0.02
```
Positions in Å, forces in eV/Å.

E_HOMO (spin up / spin down): -0.343 / -0.375 hartree
HOMO-LUMO gap (spin up / spin down): 6.14 / 6.24 eV
spin multiplicity: 4
<S²>: 3.7964
relative energy (zero: lowest compared OMol25 entry of this formula, charge and spin): 42.83 kcal/mol
total charge: +1

2.
Formula: C8H10O5Pb
Source: the OMol25 dataset
Level of theory: ωB97M-V/def2-TZVPD

```
24
Properties=species:S:1:pos:R:3:forces:R:3
Pb -0.169918 0.017531 -2.203017 -0.10 1.84 1.76
O -1.048934 5.925693 -1.625390 -0.26 -2.63 -1.51
C -1.136181 4.926547 -2.180422 0.28 2.57 1.53
C 1.850029 -1.344424 -2.079589 5.29 -1.09 2.12
O 2.906185 -1.520251 -1.653556 -4.46 0.54 -1.95
C -1.573311 -1.933648 -1.792385 -5.02 -4.03 0.43
O -2.502267 -2.615499 -1.691624 4.42 3.11 -0.35
C -0.114602 -0.454171 -4.705271 -0.13 0.16 -5.29
O -0.149994 -0.327245 -5.844797 0.15 -0.51 4.27
C 1.397875 -1.402414 2.352427 -0.01 -0.02 0.02
C 0.319002 -1.474240 1.288707 -0.34 -0.27 0.41
O 0.336829 -0.313926 0.430015 0.06 0.19 -1.42
C 0.144507 0.970012 1.080459 0.02 0.07 0.16
C -1.307666 1.172642 1.455015 0.03 0.02 0.08
H 2.352792 -1.108301 1.908620 -0.05 -0.05 0.06
H 1.530269 -2.378333 2.826218 -0.09 0.09 -0.08
H 1.138951 -0.688723 3.140440 0.08 -0.18 -0.10
H 0.446815 -2.334656 0.622181 0.16 0.12 0.07
H -0.686031 -1.563926 1.727180 0.28 -0.02 -0.02
H 0.819290 1.033919 1.947971 -0.26 0.01 -0.38
H 0.481005 1.712596 0.341822 -0.03 -0.07 0.23
H -1.668976 0.366729 2.104420 0.05 0.25 -0.08
H -1.421158 2.119979 1.988972 -0.05 -0.13 -0.05
H -1.944515 1.214108 0.561597 0.03 0.00 0.12
```
Positions in Å, forces in eV/Å.

E_HOMO: -0.645 hartree
HOMO-LUMO gap: 7.64 eV
relative energy (zero: lowest compared OMol25 entry of this formula, charge and spin): 0.00 kcal/mol
total charge: +2

Question: Number 1 is which compound?
Answer: C44H46N4OPReS

Question: The lowest relative energy (zero: lowest compared OMol25 entry of this formula, charge and spin) belongs to which entry?
Answer: C8H10O5Pb

Repeat the second record exactly.
Formula: C8H10O5Pb
Source: the OMol25 dataset
Level of theory: ωB97M-V/def2-TZVPD

```
24
Properties=species:S:1:pos:R:3:forces:R:3
Pb -0.169918 0.017531 -2.203017 -0.10 1.84 1.76
O -1.048934 5.925693 -1.625390 -0.26 -2.63 -1.51
C -1.136181 4.926547 -2.180422 0.28 2.57 1.53
C 1.850029 -1.344424 -2.079589 5.29 -1.09 2.12
O 2.906185 -1.520251 -1.653556 -4.46 0.54 -1.95
C -1.573311 -1.933648 -1.792385 -5.02 -4.03 0.43
O -2.502267 -2.615499 -1.691624 4.42 3.11 -0.35
C -0.114602 -0.454171 -4.705271 -0.13 0.16 -5.29
O -0.149994 -0.327245 -5.844797 0.15 -0.51 4.27
C 1.397875 -1.402414 2.352427 -0.01 -0.02 0.02
C 0.319002 -1.474240 1.288707 -0.34 -0.27 0.41
O 0.336829 -0.313926 0.430015 0.06 0.19 -1.42
C 0.144507 0.970012 1.080459 0.02 0.07 0.16
C -1.307666 1.172642 1.455015 0.03 0.02 0.08
H 2.352792 -1.108301 1.908620 -0.05 -0.05 0.06
H 1.530269 -2.378333 2.826218 -0.09 0.09 -0.08
H 1.138951 -0.688723 3.140440 0.08 -0.18 -0.10
H 0.446815 -2.334656 0.622181 0.16 0.12 0.07
H -0.686031 -1.563926 1.727180 0.28 -0.02 -0.02
H 0.819290 1.033919 1.947971 -0.26 0.01 -0.38
H 0.481005 1.712596 0.341822 -0.03 -0.07 0.23
H -1.668976 0.366729 2.104420 0.05 0.25 -0.08
H -1.421158 2.119979 1.988972 -0.05 -0.13 -0.05
H -1.944515 1.214108 0.561597 0.03 0.00 0.12
```
Positions in Å, forces in eV/Å.

E_HOMO: -0.645 hartree
HOMO-LUMO gap: 7.64 eV
relative energy (zero: lowest compared OMol25 entry of this formula, charge and spin): 0.00 kcal/mol
total charge: +2

Question: Among the records above, which one has the highest total charge?
Answer: C8H10O5Pb